Record 1
DFT (ωB97M-V/def2-TZVPD) results for a structure of composition C2H2N2O at a distorted geometry.

Output
- energy above the lowest of the compared OMol25 structures with the same formula, charge and spin (kcal per mole) = 101.94
- spin multiplicity = 1
- LUMO energy (eV) = -0.59
- molar mass (g mol⁻¹) = 70.05
- total charge = 0
- electronic energy (eV) = -7129.4231

Last column: natural (NBO) charge in e.
Element x y z (Å)
O  0.7019  1.9069  0.3674  -0.533
C  -0.2937  1.2188  0.2330  0.389
C  -0.3489  -0.3362  0.2824  -0.384
N  0.7759  -1.0313  0.2546  0.059
N  1.3474  -1.9933  0.1114  0.041
H  -1.2675  1.7184  0.0789  0.136
H  -0.8294  -1.5524  -0.1672  0.291

***

Record 2
DFT (ωB97M-V/def2-TZVPD) results for a cluster of 2 separate species, C2H2N2O in total at a distorted geometry.

Output
- energy above the lowest of the compared OMol25 structures with the same formula, charge and spin (kcal per mole) = 59.14
- spin multiplicity = 1
- LUMO energy (eV) = 0.30
- molar mass (g mol⁻¹) = 70.05
- total charge = 0
- electronic energy (eV) = -7131.2792

Last column: natural (NBO) charge in e.
Element x y z (Å)
C  2.1218  0.0684  0.5199  0.274
C  -1.2991  -0.7247  0.0382  0.840
N  1.2177  0.7831  0.3522  -0.732
N  -0.3389  -0.2771  -0.5730  -0.775
O  -1.8470  -0.9913  1.0259  -0.481
H  0.3795  1.2916  0.1842  0.456
H  -0.2339  -0.1500  -1.5474  0.418

***

Record 3
DFT (ωB97M-V/def2-TZVPD) results for an isolated molecule of C2H2N2O at a distorted geometry.

Output
- energy above the lowest of the compared OMol25 structures with the same formula, charge and spin (kcal per mole) = 116.36
- spin multiplicity = 1
- LUMO energy (eV) = -1.31
- molar mass (g mol⁻¹) = 70.05
- total charge = 0
- electronic energy (eV) = -7128.7978

Last column: natural (NBO) charge in e.
Element x y z (Å)
O  0.6015  2.0458  0.2746  -0.484
C  -0.2023  1.1604  0.1243  0.293
C  0.0207  -0.1021  0.8339  0.239
N  0.8316  -0.8916  0.2593  -0.122
N  0.4609  -1.7990  -0.5349  -0.355
H  -1.1405  1.2646  -0.4693  0.147
H  -0.5718  -1.6780  -0.4879  0.281